Here is a cluster of 14 separate species, C70H168O35 in total from the Open Molecules 2025 dataset. Energies are from ωB97M-V with the def2-TZVPD basis set.

Values from the calculation:
Kohn-Sham gap: 9.62 eV
E_tot: -146951.5642 eV
total charge: 0

Structure (XYZ):
```
273
Properties=species:S:1:pos:R:3:forces:R:3
O 6.5567 -1.4083 3.9718 -0.63 -1.29 0.08
O 5.0841 3.4849 0.8118 -0.31 0.82 -1.51
O 1.3509 -4.0582 -4.7733 0.36 -0.29 -1.23
O -3.3619 5.9298 -0.1490 1.09 0.22 1.25
O 0.9394 4.0156 -7.8268 0.45 0.21 -0.01
O -0.7626 1.8362 -0.6845 1.28 -0.54 0.12
O 4.5857 -7.2410 2.5415 2.43 0.78 0.12
O 3.3914 -0.7218 -2.9853 1.88 0.78 1.47
O -3.6439 -4.3059 -4.2289 1.50 -0.92 -0.21
O 5.1033 1.5973 -4.1250 -1.28 -0.84 2.59
O -1.5813 -0.9433 5.8198 0.40 -0.24 -0.26
O -6.3040 1.0641 -1.5257 -0.72 -2.18 0.60
O -0.3171 5.4251 -10.2426 1.32 -0.86 -0.48
O 0.3297 -4.7706 -7.3814 -0.90 1.07 0.49
O 0.8111 -1.0734 4.2510 -0.72 0.16 -0.18
O 0.5938 6.5861 1.8968 0.39 -0.47 -0.53
O -7.9943 0.0386 0.4682 -1.16 0.48 1.75
O -3.6116 4.7415 -3.5133 0.16 -0.05 -0.45
O 7.8696 3.6176 -0.3655 -2.26 0.56 0.66
O 0.9959 5.1342 -0.7751 0.33 0.81 -1.39
O -2.9117 -1.0612 8.3741 -0.52 1.20 -0.59
O 5.1389 -4.9210 0.7300 0.67 -1.08 -0.95
O -7.7815 -0.8540 6.8715 0.61 0.20 -1.27
O 0.2171 4.9150 4.3134 -0.26 0.02 -0.39
O 6.6437 -0.4455 1.0963 -0.15 0.37 -0.21
O -3.1180 1.7645 3.1383 -0.47 -0.20 0.32
O 3.0676 -7.9435 5.1171 0.04 -1.72 -0.42
O -6.7929 -3.0508 2.8114 0.54 -0.03 -0.35
O -4.2280 -2.6938 1.2594 -0.51 -0.61 0.03
O 0.5651 -4.1892 -1.9642 -1.87 -0.74 2.21
O -2.3281 -1.4547 -3.6331 -0.40 -1.49 0.33
O 3.2539 2.4541 2.8605 0.61 -1.03 -1.83
O -5.6132 0.5576 4.3273 0.10 1.06 0.40
O -0.0812 -0.9566 0.5203 1.31 -0.04 -0.40
O -0.1561 1.9266 -6.1965 0.53 0.29 0.40
C 3.4801 3.8172 2.6054 -0.71 0.38 -0.16
C -4.2415 1.2874 2.3409 0.10 0.88 1.73
C -0.7403 -3.8217 -7.5660 0.52 -0.61 0.01
C 1.7444 -3.2674 -5.9414 -0.70 -1.49 0.40
C 1.4825 5.1453 -8.5257 -1.70 -0.68 -1.05
C 1.0698 5.0527 -10.0403 0.39 0.56 1.66
C -0.0450 4.2630 5.5411 0.27 0.15 -0.44
C -2.6699 0.1678 7.7300 -0.39 0.36 -1.22
C -6.5323 -0.3641 4.9000 0.60 0.23 0.40
C -6.9736 0.1742 6.2545 -0.05 -0.17 -0.01
C -2.4077 -2.7035 -2.8578 -0.34 0.59 -0.07
C 1.5899 -4.1579 -7.1929 -0.22 -0.28 0.39
C -2.8400 -2.5677 0.9761 -0.22 0.05 0.53
C -8.2113 -0.5919 8.1734 0.38 1.19 0.16
C -7.6018 -0.8775 -0.4771 2.39 1.50 -1.15
C -8.0253 -3.4664 3.3385 -0.05 0.53 0.02
C 0.3804 1.4543 0.1308 -1.23 -0.06 0.16
C 6.2121 -2.6787 4.6111 0.39 0.54 -0.96
C 5.5329 0.3597 -3.5379 0.16 0.74 0.29
C 0.2558 -4.8333 -0.6823 0.64 0.85 -0.22
C -1.6554 -1.2283 4.4128 1.21 1.44 1.14
C 0.7036 6.2424 4.3780 -0.36 0.24 -1.29
C -2.4941 0.0784 6.2041 0.23 -1.18 -0.65
C 9.0512 2.9443 -0.1396 0.77 -1.25 -1.52
C -2.3224 -4.0163 -3.6180 -0.93 0.53 -0.67
C -0.2805 0.5335 -5.8782 -0.25 0.57 -0.33
C 5.8661 -6.9935 1.8681 -0.68 -0.46 -0.57
C 3.0756 -8.5152 3.8134 0.45 -0.13 -0.86
C -0.0113 5.3674 1.4614 -0.32 -0.05 -0.24
C -6.2084 -0.3356 -1.0589 -1.43 0.02 -0.50
C 5.6194 1.8491 -5.3512 0.67 -0.07 -1.34
C -3.1511 4.6939 -2.1618 -0.06 0.24 -1.27
C 5.3851 3.4470 -0.6458 0.61 0.17 2.54
C 6.7583 2.7604 -0.7481 -0.01 1.07 -0.18
C 4.6056 -3.6826 1.0933 -0.74 -0.43 0.30
C -0.3584 -1.8935 4.0299 0.10 -0.25 -0.01
C 7.6885 -0.2764 2.0259 -0.25 -2.23 0.28
C -9.0647 -0.4914 1.2530 0.14 1.04 0.13
C -0.1817 5.3317 -0.0588 -0.93 -0.29 0.92
C -3.5256 7.1708 0.5466 -0.90 -0.78 -0.47
C 3.7826 4.0265 1.1044 0.24 -1.51 0.90
C 1.0642 2.5993 -5.7807 -1.06 -0.46 -1.12
C -1.8292 -1.8216 8.7623 0.16 -1.67 0.95
C 6.1117 -5.5041 1.5950 -1.75 0.27 0.52
C -5.9728 -4.1345 2.4092 0.21 0.53 0.37
C -3.5493 -5.4892 -5.0595 0.87 0.19 0.38
C 0.7421 4.9810 -2.2061 1.22 -0.46 1.31
C 1.8775 -4.4734 -2.3381 -0.75 0.47 -1.30
C 0.2200 7.0593 3.1581 -0.16 0.30 0.35
C 1.1834 4.0149 -6.4340 -0.33 -0.63 0.45
C -2.3169 2.7795 2.5318 -0.61 -0.93 -0.54
C 0.0583 0.3409 1.1490 1.19 0.12 -0.66
C 2.9248 1.9715 4.1143 -0.35 0.67 0.69
C -3.7588 5.9168 -1.5078 0.11 0.90 1.35
C 4.6481 -0.0957 -2.4187 -1.86 -1.47 -0.97
C 4.4156 -8.5766 3.0246 -1.44 1.15 0.10
C -3.0047 3.8383 -4.4480 -1.03 -0.49 0.91
C -1.2850 0.8401 -1.5838 -0.60 0.63 1.20
C 5.3980 0.0107 1.5842 -0.46 -0.30 0.06
C 3.6208 -6.6614 5.2619 -0.19 -0.40 0.23
C -4.5170 -3.6773 2.2564 0.67 -0.05 0.05
C 2.0866 -1.6771 4.0226 -1.17 -0.64 0.88
C 2.5283 0.1791 -3.6297 -0.15 0.48 0.71
C -5.1655 1.6173 -2.0820 1.60 0.55 0.33
C 2.1137 -3.6705 -3.6587 0.41 -0.24 0.65
C -4.9990 0.1866 3.1157 0.29 -0.85 -0.92
C 1.1947 -1.3181 -0.1329 -0.86 -0.03 0.20
C 7.6236 -1.5462 3.0039 -0.07 2.26 0.81
C -0.5809 5.3770 -11.6383 -0.35 0.91 -0.52
C -3.3740 -1.3407 -4.6054 -0.14 -0.19 0.50
H 7.5055 -2.3995 2.3361 0.04 -0.22 0.22
H 7.0282 -3.4011 4.6229 0.58 0.29 0.11
H -2.0031 -4.8468 -2.9883 -0.28 0.00 0.38
H -4.3290 -1.7432 -4.2674 -0.01 -0.18 0.45
H -2.5323 -1.8457 4.2180 0.06 -0.28 -0.24
H -2.1744 2.4445 1.5044 0.28 0.54 -0.41
H 2.6757 0.1404 -4.7090 -0.24 0.16 -0.05
H -4.4704 -5.7823 -5.5632 -0.17 0.72 0.17
H -6.1073 0.4829 6.8396 0.25 -0.52 0.37
H 5.1870 1.1598 -6.0764 0.10 -0.13 -0.46
H -0.5523 0.3139 -4.8458 0.23 0.30 0.34
H 0.5271 4.7343 -5.9443 -0.44 -0.06 0.12
H -1.7155 -0.3154 3.8202 -0.43 0.39 0.14
H 1.9027 -3.5986 -8.0746 -0.14 0.40 -0.25
H 0.9411 -4.4529 0.0751 0.28 0.20 0.11
H -3.5688 -0.2824 -4.7790 0.45 0.01 -0.33
H -1.5006 -3.9038 -4.3251 -0.18 -0.16 -0.72
H 5.3692 2.8660 -5.6534 0.08 0.01 0.10
H 2.7747 0.8920 4.0981 0.35 0.12 -0.36
H 2.0723 -1.0541 0.4572 -0.09 0.39 0.36
H 4.3062 -9.1707 2.1172 -0.17 -0.66 0.19
H -1.3058 -2.3652 7.9758 0.10 0.47 -0.37
H -7.3932 -0.6730 8.8891 0.15 -0.29 0.17
H -0.8438 7.2826 3.2384 -0.58 -0.63 -0.18
H 7.0995 -5.2659 1.2005 0.22 -0.41 0.15
H -4.8388 6.0305 -1.4146 -0.38 -0.65 -1.07
H -10.0281 -0.3914 0.7532 -0.02 -0.86 -0.71
H 5.5729 -0.4709 -4.2425 0.10 0.16 -0.43
H 5.1842 -9.0052 3.6677 0.52 0.43 -0.04
H -0.5757 4.9405 6.2100 -0.06 -0.11 0.25
H 3.0508 3.4209 0.5697 -0.30 -0.07 -0.15
H 4.6893 -0.1298 0.7681 -0.05 0.45 -0.08
H 1.7278 4.9868 -2.6713 0.05 0.20 0.00
H 0.3584 3.9739 -2.3688 -0.59 0.05 -0.11
H -0.5372 0.2907 -2.1557 0.06 0.30 -0.21
H 5.4622 -3.2001 4.0161 -0.49 0.22 0.08
H -6.0332 -4.9086 3.1743 0.55 -0.06 0.55
H -0.9222 4.4263 -12.0480 0.03 -0.33 0.48
H -0.8699 4.5482 -0.3761 -0.24 -0.49 0.63
H 1.9322 -5.5606 -2.3946 0.56 -0.20 -0.70
H -1.8941 0.7868 8.1806 0.43 -0.38 0.25
H 2.6653 1.1898 -3.2452 0.29 0.26 -0.31
H -1.1180 0.1603 -6.4676 0.02 0.12 -0.16
H 1.5080 -0.0437 -3.3174 -0.24 -0.45 -0.47
H -0.7805 6.2264 -0.2290 0.53 0.70 -0.84
H 3.1680 -3.7782 -3.9133 0.33 0.19 0.09
H -5.2800 2.6978 -2.1686 -0.45 -0.06 -0.12
H -0.7710 0.6306 1.7943 -0.50 -0.55 -0.41
H -0.7326 -4.5975 -0.2877 -0.15 0.20 -0.74
H 3.2961 -6.3217 6.2454 -0.38 0.32 -0.21
H 5.0946 -0.9506 -1.9110 0.27 0.05 -0.12
H 0.2542 5.7032 -12.2582 0.60 -0.18 0.23
H 1.2884 -2.3909 -0.3012 -0.70 0.00 0.18
H -3.5603 3.8990 -5.3838 0.16 0.37 0.04
H -1.6760 -4.3794 -7.6063 0.19 -0.12 -0.58
H 3.8979 -3.8809 1.8983 -0.04 0.44 0.55
H -3.1492 -1.9215 -5.4999 0.20 0.32 -0.26
H 2.5530 -4.1803 -1.5345 0.49 0.40 -0.15
H 5.3734 4.4603 -1.0473 0.18 0.10 -0.02
H -7.4387 -0.4626 4.3027 0.13 -0.36 -0.41
H 2.0492 -2.6534 4.5058 0.27 -0.40 -0.17
H 1.0280 6.1010 -8.2647 -0.12 0.07 0.82
H 1.8998 1.9618 -6.0697 0.27 0.07 -0.24
H 8.8783 1.9083 0.1517 0.00 -0.08 0.62
H 0.1436 5.7715 -2.6591 -0.24 0.01 0.29
H 2.7032 -9.5396 3.8157 -0.05 -0.05 0.83
H 0.3949 -5.9131 -0.6292 -0.04 -0.21 -0.75
H -3.8387 0.9707 1.3788 -0.24 -0.55 -0.12
H 8.5746 -0.3740 1.3987 0.37 -0.05 0.36
H -0.9204 -3.1209 -6.7508 0.58 0.07 0.38
H -8.3568 -0.9405 -1.2608 0.01 -0.28 -0.30
H -6.3905 -4.6853 1.5664 0.08 0.49 -0.77
H 4.4768 0.6488 -1.6412 -0.51 0.28 -0.25
H 3.5821 5.0561 0.8082 0.57 0.26 0.02
H 1.2630 1.1666 -0.4406 -0.14 -0.08 -0.53
H -1.3375 2.8393 3.0066 -0.10 -0.18 0.27
H -8.7776 -1.4832 1.6021 -0.47 -0.15 -0.10
H 0.6291 8.0695 3.1775 0.51 -0.03 0.42
H -8.5440 -4.1057 2.6242 -0.26 -0.13 0.02
H 4.7046 -6.7180 5.3629 0.25 0.22 -0.63
H -1.1237 -1.3534 9.4487 0.16 0.62 -0.23
H -3.8860 -4.5535 2.1070 -0.12 -0.51 -0.61
H -4.0896 -3.3351 3.1988 -0.56 0.44 0.52
H 2.2411 -5.0314 -7.1601 0.35 0.23 0.44
H -0.6526 3.3878 5.3109 -0.12 0.10 0.05
H -8.5101 0.4560 8.2021 -0.48 0.16 0.34
H -2.7748 3.7683 2.5570 -0.22 0.04 -0.02
H -0.4726 -2.1252 2.9710 0.40 -0.36 -0.20
H -2.1541 0.9931 5.7187 -0.16 0.54 0.40
H 5.9570 -5.0344 2.5664 0.45 0.19 0.32
H 5.4648 1.0402 1.9360 -0.22 0.19 -0.27
H -2.2960 -2.5959 9.3711 0.10 -0.26 0.12
H 1.8617 -2.6150 -3.5553 0.43 0.16 0.97
H 5.0294 -0.5957 2.4116 0.12 -0.08 0.14
H 1.0968 2.6695 -4.6935 -0.04 0.33 0.22
H 1.1580 -2.3485 -5.9390 -0.32 0.00 -0.24
H 0.3079 6.7439 5.2611 0.36 0.10 0.29
H -4.5521 7.5184 0.4300 -0.26 0.21 -0.30
H -2.8605 7.9632 0.2034 0.28 -0.10 -0.02
H 2.5535 4.3495 2.8203 -0.30 0.32 -0.04
H 1.3024 -0.8589 -1.1155 -0.13 0.12 0.03
H -9.2920 0.1486 2.1056 0.85 0.16 0.30
H 6.7135 1.8741 -0.1152 0.21 -0.16 -0.01
H 3.6959 2.2393 4.8366 0.10 -0.10 0.32
H 1.6797 5.8293 -10.5019 0.19 -0.05 -0.42
H -4.2978 -0.6356 3.2586 0.19 -0.23 0.35
H -1.3179 6.1333 -11.9084 -0.44 -0.11 0.48
H 2.3478 -1.7979 2.9713 -0.06 0.15 -0.19
H -5.4134 -0.5084 -0.3335 0.01 0.55 0.37
H -2.0640 4.7663 -2.1928 0.14 0.23 0.33
H -7.3992 -1.8414 -0.0102 0.05 -0.36 -0.17
H 4.6043 2.8786 -1.1511 0.07 -0.26 -0.11
H -9.0417 -1.2314 8.4725 0.13 -0.08 -0.30
H 0.8828 3.9034 5.9859 0.11 0.11 0.31
H -4.7506 1.2554 -3.0228 -0.91 -0.53 -0.68
H 3.2523 -6.0727 4.4219 0.43 0.64 0.25
H 6.8825 2.4948 -1.7979 0.18 -0.33 -0.19
H -6.0306 -1.3109 5.0999 -0.16 -0.37 -0.40
H -7.4787 1.1218 6.0673 -0.78 -0.01 0.23
H 2.5559 5.2030 -8.3452 0.19 -0.03 -0.40
H -2.3381 -3.5337 0.9215 -0.19 -0.37 -0.64
H 6.5148 0.5336 -3.0978 0.44 -0.15 -0.16
H 4.2160 4.2594 3.2769 0.53 -0.14 -0.07
H -1.8747 0.1208 -1.0155 0.09 -0.30 0.01
H -8.5887 -2.5513 3.5211 -0.18 -0.14 -0.08
H 8.4569 -1.5901 3.7051 0.92 -0.35 -0.85
H -2.7357 -5.3835 -5.7772 -0.15 0.38 -0.45
H -5.9826 -1.0305 -1.8676 0.16 0.21 -0.56
H -3.3904 6.8210 -1.9923 0.14 0.06 -0.36
H 3.9866 -3.3486 0.2606 0.26 0.19 -0.17
H -1.0206 5.3684 1.8731 -0.25 -0.31 -0.02
H 1.7890 6.2621 4.2795 0.27 -0.13 0.67
H -4.2656 1.5008 -1.4781 0.05 -0.14 0.89
H 5.8882 -2.5313 5.6414 -0.11 0.32 -0.23
H 9.5267 2.8433 -1.1152 0.55 -0.14 -0.29
H 0.5081 4.4962 1.8605 0.19 -0.02 -0.03
H 7.6828 0.7193 2.4693 -0.15 -0.10 0.45
H 9.8017 3.4235 0.4892 -0.67 0.36 0.37
H 2.1830 4.3715 -6.1854 0.46 -0.04 -0.16
H -5.7665 -0.2305 2.4637 -0.10 0.09 -0.43
H -4.9546 2.0916 2.1597 0.06 0.37 -0.08
H 1.9664 2.3714 4.4453 -0.20 0.29 0.22
H -0.3916 -2.7909 4.6477 0.91 -0.43 -0.06
H 6.7526 -7.3688 2.3794 -0.13 0.06 0.90
H 2.8451 -1.1184 4.5708 -0.12 0.24 -0.26
H -3.2180 -6.3818 -4.5288 -0.16 -0.02 0.76
H 2.3724 -7.9947 3.1631 -0.09 0.43 -0.06
H 2.7819 -2.9344 -5.9152 0.30 -0.24 0.29
H -7.9212 -3.9593 4.3051 0.15 -0.31 0.06
H 0.6818 2.3733 0.6335 -0.19 -0.01 0.27
H -3.1997 2.8333 -4.0739 0.27 -0.40 -0.02
H 6.7001 1.7106 -5.3181 0.33 0.17 -0.41
H -3.3746 3.7586 -1.6487 -0.36 -0.11 0.04
H -3.5854 0.7528 7.8189 -0.15 0.03 0.31
H 1.3430 4.0739 -10.4346 -0.35 -0.11 -0.19
H -3.4553 6.9936 1.6198 0.56 -0.17 -0.12
H 5.8774 -7.6237 0.9789 -0.22 0.28 -0.58
H 0.5956 -0.0523 -6.1567 0.31 0.12 -0.02
H 0.9090 0.2330 1.8220 0.26 0.35 0.23
H -3.4090 -0.2116 5.6873 -0.70 0.38 0.42
H -2.0131 1.4129 -2.1582 0.32 -0.25 -0.61
H -3.3419 -2.7092 -2.2962 -0.30 0.16 0.03
H -1.9334 3.9331 -4.6252 0.10 0.44 0.19
H 5.3362 -2.9216 1.3674 0.13 0.04 -0.03
H -2.7475 -1.9669 0.0714 0.12 -0.25 0.06
H -2.2654 -2.0955 1.7729 -0.32 0.56 0.23
H -1.6074 -2.6645 -2.1188 0.22 0.13 -0.25
H -0.4990 -3.2563 -8.4660 -0.50 0.12 -0.22
```
Positions in Å, forces in eV/Å.

Atom charges from the Mulliken analysis, given in e for atoms 1 to 5: -0.3482 -0.2710 -0.3097 -0.0532 -0.2106